1.
{
  "formula": "C4H6O",
  "method": "the ωB97M-V functional and the def2-TZVPD basis",
  "smiles": "C#CCCO",
  "e_homo_ev": -10.0,
  "multiplicity": 1,
  "orbital_gap_ha": 0.404,
  "e_lumo_ev": 0.96,
  "symbols": ["O", "C", "C", "C", "C", "H", "H", "H", "H", "H", "H"],
  "xyz": [[0.1460, 1.7341, 1.1525], [0.8397, 0.6312, 0.6129], [-0.0344, -0.6338, 0.4950], [-0.6244, -0.8218, -0.8325], [-1.0560, -0.9807, -1.9460], [-0.5283, 2.0051, 0.5181], [1.2802, 0.8740, -0.3646], [1.6568, 0.4328, 1.3095], [0.5626, -1.5222, 0.7344], [-0.8220, -0.5624, 1.2545], [-1.4201, -1.1563, -2.9337]],
  "nbo_charge": [-0.710, -0.048, -0.518, -0.017, -0.247, 0.467, 0.170, 0.182, 0.239, 0.246, 0.237]
}



2.
{
  "formula": "C6H12NO5",
  "method": "the ωB97M-V functional and the def2-TZVPD basis",
  "e_homo_ev": [-7.3, -10.9],
  "multiplicity": 4,
  "orbital_gap_ha": [0.263, 0.358],
  "e_lumo_ev": [-0.15, -1.12],
  "symbols": ["O", "O", "C", "C", "C", "C", "C", "C", "O", "N", "O", "O", "H", "H", "H", "H", "H", "H", "H", "H", "H", "H", "H", "H"],
  "xyz": [[-0.0868, -0.6215, 1.5747], [0.0326, 0.5485, 1.1898], [-0.5773, -2.3239, -0.8224], [-1.3302, -2.7504, 0.3614], [-0.6938, -3.6631, 1.3023], [-2.8509, -2.5737, 0.3886], [-3.2668, -1.2045, 0.8999], [-3.5020, -2.8191, -0.9663], [-3.2710, -3.5877, 1.3362], [-4.8356, -3.5595, 1.5303], [-5.4331, -4.2108, 0.7027], [-5.1720, -2.9902, 2.5418], [-0.9691, -1.3945, -1.2646], [0.4821, -2.1776, -0.5760], [-0.5993, -3.0925, -1.6202], [-1.4314, -4.1093, 1.9799], [-0.1651, -4.4775, 0.7725], [0.0750, -3.1579, 1.9077], [-3.2655, -0.4770, 0.0792], [-4.2661, -1.2606, 1.3346], [-2.5627, -0.8566, 1.6637], [-3.3831, -1.9360, -1.6105], [-3.0264, -3.6750, -1.4596], [-4.5677, -3.0211, -0.8403]],
  "nbo_charge": [0.002, 0.007, -0.688, 0.135, -0.691, 0.178, -0.638, -0.640, -0.420, 0.708, -0.307, -0.300, 0.216, 0.223, 0.217, 0.248, 0.213, 0.217, 0.215, 0.220, 0.222, 0.214, 0.219, 0.230]
}



3.
{
  "formula": "C4H6NS2",
  "method": "the ωB97M-V functional and the def2-TZVPD basis",
  "e_homo_ev": -13.4,
  "total_charge": 1,
  "multiplicity": 1,
  "orbital_gap_ha": 0.271,
  "e_lumo_ev": -6.01,
  "symbols": ["C", "C", "C", "S", "N", "C", "S", "H", "H", "H", "H", "H", "H"],
  "xyz": [[2.1047, -0.8017, -0.0603], [1.1403, 0.1959, -0.6207], [0.1319, 1.1185, 0.2919], [-1.6314, 1.1375, -0.4362], [-2.0464, -0.4378, -1.1042], [-2.2268, -1.3143, -0.0265], [-1.7548, -2.3839, 1.2547], [3.1215, -0.9306, -0.6725], [1.9459, -1.4008, 0.9480], [1.1453, 0.3544, -1.7865], [0.0778, 0.8139, 1.4248], [0.5213, 2.2407, 0.1741], [-2.5294, 1.4081, 0.6135]],
  "nbo_charge": [-0.328, -0.280, -0.577, 0.759, -0.614, 0.250, 0.273, 0.259, 0.234, 0.252, 0.278, 0.304, 0.190]
}



4.
{
  "formula": "CH3NO",
  "method": "the ωB97M-V functional and the def2-TZVPD basis",
  "smiles": "C=NO",
  "e_homo_ev": -10.3,
  "multiplicity": 1,
  "orbital_gap_ha": 0.417,
  "e_lumo_ev": 1.03,
  "symbols": ["C", "H", "H", "H", "N", "O"],
  "xyz": [[0.5905, -0.5818, 0.7912], [-0.8271, -0.5896, -0.9025], [0.5407, -1.6119, 0.3086], [1.3005, -0.4208, 1.6114], [0.0710, 0.4670, 0.2399], [-0.6317, 0.3556, -0.9305]],
  "nbo_charge": [-0.208, 0.440, 0.150, 0.211, -0.085, -0.509]
}



5.
{
  "formula": "C34H38CoN6O6P2",
  "method": "the ωB97M-V functional and the def2-TZVPD basis",
  "e_homo_ev": [-7.0, -8.4],
  "multiplicity": 4,
  "orbital_gap_ha": [0.214, 0.266],
  "e_lumo_ev": [-1.20, -1.20],
  "symbols": ["Co", "C", "C", "C", "C", "C", "C", "C", "C", "C", "H", "H", "H", "H", "H", "H", "H", "H", "H", "H", "H", "H", "H", "H", "H", "P", "P", "N", "N", "N", "N", "C", "C", "C", "C", "C", "C", "C", "C", "C", "C", "C", "C", "C", "C", "C", "C", "C", "C", "H", "H", "H", "H", "H", "H", "H", "H", "H", "H", "H", "H", "H", "H", "H", "H", "H", "H", "H", "H", "O", "C", "O", "C", "C", "C", "C", "C", "C", "N", "O", "O", "N", "O", "O", "H", "H", "H"],
  "xyz": [[0.3656, -1.7902, -0.0540], [-1.1330, 3.5506, 3.1585], [-1.8218, 2.6761, 2.4144], [-1.5106, 2.4573, 0.9656], [-0.0276, 2.1444, 0.6407], [0.6665, 3.2373, -0.1168], [0.5464, 4.5390, 0.1873], [0.0097, 5.1459, 1.4650], [0.1328, 4.2211, 2.7240], [1.9512, -3.0657, 0.4108], [-1.4781, 3.8660, 4.1489], [-2.6874, 2.1362, 2.8047], [-1.7950, 3.3424, 0.3731], [-2.1156, 1.6258, 0.5856], [0.5245, 1.9359, 1.5643], [0.0151, 1.2369, 0.0189], [1.3491, 2.8826, -0.9075], [0.9068, 5.3015, -0.5209], [-1.0247, 5.5168, 1.3462], [0.6356, 6.0402, 1.6654], [0.9440, 3.4957, 2.5107], [0.4738, 4.8566, 3.5707], [2.3219, -2.6988, 1.3824], [2.8370, -3.4583, -0.1341], [1.2959, -3.9238, 0.6135], [1.7980, -1.7625, -1.5742], [-1.9879, -0.7924, -1.4215], [3.0060, -0.4780, -1.5716], [2.2987, -2.9333, -2.7297], [-1.9894, 0.6984, -2.3911], [-3.4570, -1.3391, -2.3867], [0.5350, -0.8705, -2.4885], [-0.7466, -1.6938, -2.3940], [4.1881, -0.5565, -0.8287], [5.1424, 0.2908, -1.3896], [4.5281, 0.9360, -2.5162], [3.2240, 0.4585, -2.5960], [2.6017, -4.2781, -2.5155], [3.1173, -4.7828, -3.6969], [3.0568, -3.7492, -4.6818], [2.5898, -2.6064, -4.0619], [-2.6997, 1.8479, -2.0074], [-2.4599, 2.8677, -2.9185], [-1.5456, 2.3581, -3.8878], [-1.3315, 1.0258, -3.5782], [-4.0799, -0.7614, -3.5060], [-4.9472, -1.6865, -4.0859], [-4.8509, -2.8908, -3.3094], [-3.9336, -2.6507, -2.2904], [0.8011, -0.7655, -3.5383], [0.4622, 0.1458, -2.0765], [-1.1274, -2.0343, -3.3693], [-0.6419, -2.6270, -1.7843], [4.2122, -1.1811, 0.0494], [6.1703, 0.4159, -1.0584], [4.9876, 1.6415, -3.2042], [2.4319, 0.7436, -3.2737], [2.4362, -4.7315, -1.5482], [3.5428, -5.7537, -3.8358], [3.3436, -3.8098, -5.7100], [2.4683, -1.5994, -4.4297], [-3.3422, 1.8118, -1.1410], [-2.8616, 3.8729, -2.8712], [-1.0727, 2.8934, -4.7028], [-0.7332, 0.3173, -4.1190], [-3.8908, 0.2627, -3.7777], [-5.5409, -1.5127, -4.9719], [-5.3945, -3.8071, -3.4871], [-3.5985, -3.2859, -1.4872], [-0.3459, -2.9624, 2.2725], [-0.3184, -1.7433, 2.5280], [-0.1735, -0.8438, 1.5918], [-0.4032, -1.1940, 3.9385], [0.0543, 0.1039, 4.2041], [0.0722, 0.5633, 5.5289], [-0.3951, -0.2099, 6.5903], [-0.8641, -1.4902, 6.3061], [-0.8610, -1.9982, 4.9892], [-1.3439, -2.3016, 7.3931], [-1.2526, -1.8324, 8.5478], [-1.8526, -3.4145, 7.1577], [0.7069, 1.8317, 5.7697], [1.2667, 2.3608, 4.7814], [0.7065, 2.3256, 6.9111], [0.4692, 0.7418, 3.4238], [-0.3790, 0.1666, 7.6049], [-1.1778, -3.0229, 4.8081]],
  "mulliken_charge": [0.239, -0.597, -0.882, 0.167, 1.687, -0.317, -0.759, -0.743, -0.959, -2.057, 0.502, 0.450, 0.655, -0.043, 0.481, -1.984, 0.384, 0.375, 0.347, 0.458, 0.255, 0.532, 0.383, 0.726, 0.482, 0.914, 0.020, 0.700, 0.621, 0.761, 0.236, -2.228, -1.266, -0.524, -0.697, -0.720, -0.458, -0.363, -0.738, -0.650, -0.392, -0.787, -0.779, -0.923, -0.349, -0.314, -0.607, -0.627, -0.423, 0.651, 1.246, 0.576, 0.772, 0.398, 0.419, 0.446, 0.422, 0.457, 0.453, 0.459, 0.342, 0.639, 0.495, 0.458, 0.475, 0.285, 0.426, 0.426, 0.420, -0.669, 0.381, -0.243, -0.035, 0.110, -0.147, -0.464, -0.223, -0.499, 0.982, -0.591, -0.586, 1.025, -0.561, -0.618, 0.486, 0.622, 0.581]
}



The calculation returns the following energy above the lowest of the compared OMol25 structures with the same formula, charge and spin values, one per record and in order: 133.9 0.0 544.4 261.3 44.3 kJ/mol.